3 unconnected molecules or ions with the total composition C6H13B3BrF3NO12P2S at a distorted geometry. Source: OMol25; level of theory: the ωB97M-V functional and the def2-TZVPD basis.

Structure (XYZ):
```
42
Properties=species:S:1:pos:R:3:mulliken_charge:R:1
O -0.4053 0.1737 0.8066 -0.520
C -0.0983 -0.5982 -0.0543 0.108
C -0.1295 -0.2611 -1.5284 -0.099
B -1.2851 -1.0606 -2.1826 0.079
O -1.1406 -2.3974 -2.5746 -0.175
B -2.2026 -3.1624 -2.1533 0.653
P -1.9967 -4.7218 -0.9984 -0.213
O -0.3489 -4.7268 -1.0287 -0.410
Br -2.3947 -3.5858 0.8770 -0.185
O -3.4766 -2.7185 -2.5060 -0.237
B -3.6200 -1.3851 -2.1420 0.500
P -5.2773 -0.8721 -1.2734 0.683
O -5.4415 -1.6627 -0.0355 -0.656
O -6.4658 -1.0397 -2.3438 -0.559
O -5.3046 0.7097 -1.0749 -0.529
O -2.5777 -0.5129 -2.3242 -0.165
H 0.2032 -1.6332 0.1869 0.369
H -0.2838 0.8157 -1.6188 -0.040
H 0.8413 -0.5388 -1.9520 0.360
H 0.0126 -4.9310 -0.1537 0.304
H -6.5220 -1.9818 -2.5708 0.360
H -5.0647 0.9054 -0.1563 0.352
C 3.9768 2.2066 0.3058 -1.514
C 2.7652 1.9920 -0.5624 0.876
O 2.4720 0.9035 -1.0246 -0.605
N 1.9739 3.0793 -0.8074 -0.079
C 2.1474 4.4285 -0.3197 -0.948
H 4.4824 1.2556 0.4321 0.283
H 4.6594 2.9226 -0.1598 0.471
H 3.6822 2.5586 1.2950 0.393
H 1.1732 2.8804 -1.3839 0.192
H 1.2930 4.7361 0.2872 0.289
H 2.2513 5.1352 -1.1477 0.300
H 3.0379 4.4862 0.2965 0.356
C 1.6164 -0.3245 4.0435 0.580
F 1.3212 -1.6399 4.0036 -0.255
F 0.6233 0.3226 3.4211 -0.204
F 1.5924 0.0477 5.3396 -0.262
S 3.2670 0.0057 3.2900 1.200
O 3.0948 -0.4601 1.9308 -0.632
O 4.1430 -0.7929 4.1185 -0.702
O 3.4060 1.4421 3.4427 -0.718
```

F_max	1.1	eV/Å
DFT total energy	-5223.6609	Eh
Kohn-Sham gap	0.2748	Ha
net charge	-1
multiplicity	1
HOMO	-5.800	eV